1.
{
  "formula": "C4H8N2O",
  "method": "ωB97M-V/def2-TZVPD",
  "elements": ["C", "C", "O", "C", "N", "C", "N", "H", "H", "H", "H", "H", "H", "H", "H"],
  "coordinates": [[1.823, 0.143, 0.401], [0.786, -0.350, -0.588], [0.120, -1.572, -0.120], [-1.087, -0.934, -0.035], [-2.184, -1.309, 0.450], [-0.588, 0.371, -0.624], [-0.757, 1.592, 0.123], [1.353, 0.664, 1.240], [2.507, 0.848, -0.081], [2.414, -0.692, 0.793], [1.213, -0.541, -1.574], [-2.103, -2.261, 0.810], [-0.930, 0.507, -1.655], [-1.446, 2.195, -0.308], [-1.098, 1.392, 1.057]],
  "mulliken_charge": [-1.21, 0.18, -0.45, 0.30, -0.65, 0.06, -0.63, 0.28, 0.33, 0.32, 0.34, 0.28, 0.34, 0.25, 0.26],
  "spin_multiplicity": 1,
  "energy_ev": -9304.669,
  "homo_lumo_gap_ev": 10.72,
  "e_above_lowest_ev": 1.7246
}

=====

2.
{
  "formula": "C4H8N2O",
  "method": "ωB97M-V/def2-TZVPD",
  "elements": ["C", "C", "C", "C", "N", "N", "O", "H", "H", "H", "H", "H", "H", "H", "H"],
  "coordinates": [[0.160, 2.250, -0.248], [-2.718, -0.207, 0.010], [-1.783, 0.947, -0.193], [-0.461, 0.936, -0.127], [0.561, 3.319, -0.434], [3.078, -0.966, 0.259], [0.312, -0.162, 0.213], [-2.091, -1.093, 0.330], [-3.198, -0.495, -0.973], [-3.340, 0.111, 0.908], [3.738, -1.610, 0.787], [-2.145, 1.934, -0.387], [3.651, -0.198, -0.151], [2.514, -1.383, -0.545], [1.306, -0.141, 0.138]],
  "mulliken_charge": [0.06, -0.91, -0.19, 0.57, -0.43, -0.82, -0.51, 0.26, 0.28, 0.27, 0.21, 0.36, 0.23, 0.24, 0.38],
  "spin_multiplicity": 1,
  "smiles": "C/C=C(\\O)C#N.N",
  "energy_ev": -9303.948,
  "homo_lumo_gap_ev": 9.76,
  "e_above_lowest_ev": 2.4451
}

=====

3.
{
  "formula": "C4H8N2O",
  "method": "ωB97M-V/def2-TZVPD",
  "elements": ["N", "C", "C", "C", "N", "C", "H", "H", "H", "H", "H", "H", "O", "H", "H"],
  "coordinates": [[-0.809, 1.302, 0.014], [-0.771, 1.047, -1.274], [-0.536, -0.900, -0.277], [-0.687, 0.058, 0.684], [-0.579, -0.256, -1.481], [-0.671, -0.098, 2.183], [-0.803, 1.825, -2.037], [-0.468, -1.987, -0.240], [-0.547, -0.647, -2.426], [-1.429, 0.556, 2.645], [0.315, 0.152, 2.608], [-0.909, -1.145, 2.435], [2.970, -0.184, -0.946], [2.391, 0.031, -1.712], [2.533, 0.245, -0.176]],
  "mulliken_charge": [-0.63, -0.19, -0.52, 0.64, -0.03, -0.96, 0.39, 0.33, 0.19, 0.29, 0.22, 0.29, -0.65, 0.31, 0.33],
  "spin_multiplicity": 1,
  "smiles": "Cc1c[nH]cn1.O",
  "energy_ev": -9305.376,
  "homo_lumo_gap_ev": 9.60,
  "e_above_lowest_ev": 1.0171
}

=====

4.
{
  "formula": "C4H8N2O",
  "method": "ωB97M-V/def2-TZVPD",
  "elements": ["C", "N", "C", "C", "O", "C", "N", "H", "H", "H", "H", "H", "H", "H", "H"],
  "coordinates": [[1.528, 0.110, -1.254], [0.669, 0.507, -0.130], [-0.260, -0.504, 0.394], [-1.332, 0.265, 1.182], [-0.709, 0.978, 2.218], [-0.771, -1.351, -0.706], [-0.951, -1.969, -1.670], [1.690, 0.977, -1.898], [2.500, -0.249, -0.911], [1.068, -0.667, -1.876], [0.099, 1.289, -0.437], [0.254, -1.172, 1.099], [-2.074, -0.404, 1.630], [-1.867, 0.933, 0.481], [0.156, 1.258, 1.877]],
  "mulliken_charge": [-0.89, -0.41, 0.43, -0.75, -0.53, 0.17, -0.51, 0.32, 0.24, 0.32, 0.29, 0.22, 0.36, 0.35, 0.40],
  "spin_multiplicity": 1,
  "smiles": "CN[C@H](C#N)CO",
  "energy_ev": -9304.402,
  "homo_lumo_gap_ev": 10.98,
  "e_above_lowest_ev": 1.9913
}

=====

5.
{
  "formula": "C4H8N2O",
  "method": "ωB97M-V/def2-TZVPD",
  "elements": ["C", "N", "C", "C", "O", "C", "N", "H", "H", "H", "H", "H", "H", "H", "H"],
  "coordinates": [[1.988, 0.277, 0.460], [0.750, 0.622, 0.205], [-0.168, 0.085, -0.630], [-1.593, 0.550, -0.457], [-1.838, 0.911, 0.898], [0.234, -0.767, -1.671], [0.549, -1.462, -2.558], [2.466, -0.480, -0.150], [2.510, 0.782, 1.259], [0.658, -1.542, 1.325], [0.303, 1.274, 0.852], [0.044, -1.564, 0.878], [-2.273, -0.241, -0.803], [-1.817, 1.455, -1.033], [-1.813, 0.099, 1.427]],
  "mulliken_charge": [-0.52, -0.04, 0.20, -0.47, -0.56, 0.17, -0.50, 0.31, 0.26, 0.11, 0.26, -0.11, 0.29, 0.27, 0.33],
  "spin_multiplicity": 1,
  "energy_ev": -9302.117,
  "homo_lumo_gap_ev": [8.11, 8.11],
  "e_above_lowest_ev": 4.2758
}

=====

6.
{
  "formula": "C4H8N2O",
  "method": "ωB97M-V/def2-TZVPD",
  "elements": ["N", "C", "O", "H", "H", "H", "N", "C", "C", "C", "H", "H", "H", "H", "H"],
  "coordinates": [[-1.993, 0.835, -0.602], [-0.978, 0.729, 0.364], [-1.221, -0.005, 1.394], [-1.753, 1.347, -1.439], [-2.460, -0.043, -0.788], [-0.519, 1.721, 0.521], [1.196, -0.657, 1.762], [1.528, -0.295, 0.535], [0.443, -0.667, -1.677], [0.557, -0.169, -0.457], [0.115, -0.590, 1.892], [1.831, -0.442, 2.519], [2.542, 0.063, 0.360], [1.083, -1.459, -2.056], [-0.371, -0.367, -2.328]],
  "mulliken_charge": [-0.51, 0.13, -0.76, 0.24, 0.28, 0.35, -0.35, -0.26, -0.81, 0.26, 0.37, 0.23, 0.35, 0.25, 0.23],
  "spin_multiplicity": 1,
  "energy_ev": -9302.672,
  "homo_lumo_gap_ev": [8.07, 8.07],
  "e_above_lowest_ev": 3.7212
}

=====

7.
{
  "formula": "C4H8N2O",
  "method": "ωB97M-V/def2-TZVPD",
  "elements": ["C", "N", "C", "N", "C", "O", "C", "H", "H", "H", "H", "H", "H", "H", "H"],
  "coordinates": [[2.033, 1.337, 0.673], [0.680, 1.420, 0.221], [-0.273, 0.530, 0.128], [-0.006, -0.701, 0.523], [-0.745, -1.091, -0.710], [-0.114, -1.706, -1.536], [-2.174, -1.193, -0.614], [2.525, 2.309, 0.734], [2.634, 0.704, 0.004], [2.041, 0.881, 1.673], [0.421, 2.325, -0.144], [0.960, -1.032, 0.626], [-2.656, -0.464, 0.060], [-2.848, -1.167, -1.488], [-2.479, -2.152, -0.150]],
  "mulliken_charge": [-0.99, -0.06, -0.42, -0.26, 0.99, -0.62, -1.02, 0.32, 0.32, 0.32, 0.25, 0.27, 0.31, 0.31, 0.27],
  "spin_multiplicity": 1,
  "energy_ev": -9302.904,
  "homo_lumo_gap_ev": 9.57,
  "e_above_lowest_ev": 3.4891
}

=====

8.
{
  "formula": "C4H8N2O",
  "method": "ωB97M-V/def2-TZVPD",
  "elements": ["C", "N", "C", "N", "C", "O", "C", "H", "H", "H", "H", "H", "H", "H", "H"],
  "coordinates": [[1.973, -1.265, -0.940], [1.251, -0.001, -0.850], [-0.195, 0.377, 1.501], [0.455, -0.158, 2.295], [-1.110, 1.071, 0.552], [-0.736, 2.023, -0.084], [-2.507, 0.523, 0.560], [1.560, -1.854, -1.765], [1.814, -1.829, -0.014], [3.057, -1.169, -1.101], [1.278, 0.499, -1.733], [1.702, 0.605, -0.171], [-2.960, 0.765, 1.528], [-3.087, 0.980, -0.243], [-2.495, -0.567, 0.465]],
  "mulliken_charge": [-0.84, -0.46, 0.13, -0.38, 0.87, -0.50, -1.07, 0.29, 0.28, 0.27, 0.19, 0.26, 0.33, 0.31, 0.33],
  "spin_multiplicity": 1,
  "smiles": "CC(=O)C#N.CN",
  "energy_ev": -9304.323,
  "homo_lumo_gap_ev": 9.53,
  "e_above_lowest_ev": 2.0700
}

=====

9.
{
  "formula": "C4H8N2O",
  "method": "ωB97M-V/def2-TZVPD",
  "elements": ["C", "C", "C", "C", "N", "N", "O", "H", "H", "H", "H", "H", "H", "H", "H"],
  "coordinates": [[-0.624, 0.894, -0.270], [0.826, 0.826, -0.123], [-2.826, -0.020, 0.074], [2.794, -0.728, -0.071], [-1.382, -0.196, -0.202], [1.768, 0.052, 0.005], [-1.064, -1.355, -0.036], [-0.906, 1.947, -0.290], [1.109, 1.905, 0.145], [-3.126, 1.014, -0.260], [-3.419, -0.927, -0.470], [-2.973, -0.112, 1.260], [3.251, -1.152, -0.945], [3.797, -0.517, 0.527], [2.773, -1.630, 0.657]],
  "mulliken_spin": [0.49, -0.07, 0.00, 0.05, -0.11, 0.76, 0.50, -0.01, 0.09, -0.01, 0.00, -0.01, 0.04, 0.17, 0.11],
  "spin_multiplicity": 3,
  "total_charge": 2,
  "energy_ev": -9278.208,
  "homo_lumo_gap_ev": [8.43, 7.93]
}

=====

10.
{
  "formula": "C4H8N2O2",
  "method": "ωB97M-V/def2-TZVPD",
  "elements": ["C", "C", "C", "C", "H", "H", "H", "H", "H", "H", "H", "H", "N", "N", "O", "O"],
  "coordinates": [[-0.878, -0.160, 1.225], [-1.058, 0.780, -0.121], [0.896, -0.525, -0.410], [0.035, -1.141, 0.794], [0.727, 0.949, 1.779], [-1.733, -0.139, 1.754], [-0.588, 1.758, 0.304], [-1.994, 0.759, -0.580], [-0.336, 0.605, -2.949], [2.380, -0.501, -1.814], [0.607, -1.475, 1.572], [-0.494, -1.924, 0.266], [0.049, 0.198, -0.963], [2.082, -0.884, -0.803], [-0.204, 0.727, 2.127], [0.510, 0.974, -2.182]],
  "mulliken_charge": [-0.30, -0.54, 0.19, -0.72, 0.38, 0.56, 0.27, 0.44, 0.39, 0.24, 0.46, 0.27, 0.18, -0.77, -0.58, -0.48],
  "spin_multiplicity": 1,
  "smiles": "[H]/N=C1/C[C@@H](O)CN1O",
  "energy_ev": -11347.631,
  "homo_lumo_gap_ev": 8.94,
  "e_above_lowest_ev": 6.4815
}

=====

11.
{
  "formula": "C4H8N2O2",
  "method": "ωB97M-V/def2-TZVPD",
  "elements": ["C", "C", "C", "C", "H", "H", "H", "H", "H", "H", "H", "H", "N", "N", "O", "O"],
  "coordinates": [[-1.089, 0.167, 1.040], [-0.211, 1.091, 0.301], [1.174, 0.649, -0.162], [1.770, -0.532, 0.412], [-1.924, -1.816, -1.258], [-0.394, -1.356, -1.029], [-1.260, 0.227, 2.180], [-0.007, 1.890, 0.938], [-1.487, 1.024, -1.214], [1.769, 1.387, -0.625], [2.882, -0.708, 0.302], [1.415, -1.071, 1.200], [-1.353, -1.089, -0.875], [-1.543, -0.876, 0.500], [-0.887, 1.653, -0.870], [1.147, -0.639, -0.840]],
  "mulliken_charge": [-0.26, 0.01, -0.32, -0.25, 0.26, 0.18, 0.33, 0.41, 0.42, 0.47, 0.23, 0.30, -0.38, -0.36, -0.56, -0.49],
  "spin_multiplicity": 1,
  "smiles": "N/N=C\\[C@H](O)[C@H]1CO1",
  "energy_ev": -11349.349,
  "homo_lumo_gap_ev": 9.82,
  "e_above_lowest_ev": 4.7640
}

=====

12.
{
  "formula": "C4H8N2O2",
  "method": "ωB97M-V/def2-TZVPD",
  "elements": ["C", "C", "C", "C", "N", "N", "O", "O", "H", "H", "H", "H", "H", "H", "H", "H"],
  "coordinates": [[-0.171, 0.769, -0.101], [-2.387, -0.132, -0.415], [2.170, 1.170, 0.077], [-0.520, -1.583, 0.345], [1.076, 0.401, -0.503], [-1.072, -0.270, 0.030], [-0.470, 1.911, 0.156], [-2.966, 0.888, -0.600], [-2.784, -1.170, -0.257], [2.338, 0.634, 1.107], [2.999, 1.310, -0.612], [1.649, 2.182, 0.275], [-1.144, -2.191, 1.042], [-0.382, -2.166, -0.579], [0.311, -1.231, 0.918], [1.354, -0.521, -0.883]],
  "mulliken_charge": [0.52, 0.08, -0.84, -1.10, -0.25, 0.11, -0.61, -0.46, 0.27, 0.26, 0.30, 0.28, 0.36, 0.31, 0.46, 0.30],
  "spin_multiplicity": 1,
  "smiles": "CNC(=O)N(C)C=O",
  "energy_ev": -11352.080,
  "homo_lumo_gap_ev": 10.18,
  "e_above_lowest_ev": 2.0324
}